A structure of composition C40H65BrClCrN2O5SSi2Te, computed with ωB97M-V/def2-TZVPD.

Calculated values
- E_tot: -7373.11590 Ha
- Multiplicity: 3
- Maximum force: 1.133 eV Å⁻¹
- HOMO-LUMO gap (alpha / beta): 0.246 / 0.247 hartree
- HOMO level (alpha / beta): -0.1742 / -0.1748 hartree
- M: 1037.2 g/mol
- ⟨S²⟩: 2.494
- Total charge: -1
- LUMO level (alpha / beta): 1.963 / 1.966 eV

Each line ends with the natural charge from an NBO analysis.
Positions of all 119 atoms, in Å:
Cr  -0.979  -2.004  0.968  0.6589
O  0.880  -7.729  1.878  -0.6457
C  0.564  -6.433  1.719  0.3774
C  1.279  -5.405  2.308  -0.3355
C  0.867  -4.104  2.121  0.1013
N  -0.212  -3.800  1.391  -0.5118
C  -0.870  -4.803  0.823  0.2175
Br  -2.396  -4.249  -0.140  0.2221
C  -0.542  -6.130  0.939  -0.3437
H  1.670  -7.800  2.425  0.4843
H  2.154  -5.607  2.916  0.2229
H  1.405  -3.255  2.541  0.2778
H  -1.121  -6.903  0.454  0.2483
C  1.116  -4.216  -6.076  -0.6117
C  0.475  -3.688  -4.798  0.2789
C  -0.426  -2.497  -5.121  -0.6481
C  -0.323  -4.785  -4.108  -0.6350
O  1.560  -3.310  -3.949  -0.9486
Si  1.697  -2.153  -2.769  2.2152
S  0.213  -2.359  -1.358  -1.0324
O  1.694  -0.729  -3.595  -0.9517
C  1.880  0.626  -3.180  0.2841
C  0.501  1.229  -2.932  -0.6312
C  2.588  1.335  -4.325  -0.6154
C  2.725  0.711  -1.912  -0.6374
O  3.220  -2.296  -2.153  -0.9511
C  3.871  -3.340  -1.421  0.2723
C  3.202  -4.697  -1.647  -0.6478
C  3.823  -2.968  0.052  -0.6123
C  5.306  -3.380  -1.929  -0.6129
H  0.354  -4.570  -6.779  0.1937
H  1.792  -5.043  -5.836  0.2052
H  1.700  -3.422  -6.549  0.2110
H  -1.180  -2.788  -5.858  0.1963
H  0.173  -1.674  -5.516  0.2239
H  -0.930  -2.144  -4.215  0.2372
H  -1.177  -5.088  -4.727  0.1930
H  -0.691  -4.415  -3.148  0.2421
H  0.314  -5.657  -3.926  0.2005
H  -0.103  1.175  -3.844  0.2031
H  0.575  2.271  -2.602  0.2043
H  -0.009  0.646  -2.155  0.2291
H  2.017  1.211  -5.247  0.2069
H  3.581  0.901  -4.467  0.2081
H  2.697  2.403  -4.111  0.1962
H  2.212  0.216  -1.085  0.2212
H  2.903  1.759  -1.650  0.2020
H  3.682  0.208  -2.062  0.2216
H  2.198  -4.701  -1.207  0.2275
H  3.799  -5.494  -1.191  0.1944
H  3.097  -4.888  -2.717  0.2290
H  2.785  -2.820  0.363  0.2254
H  4.364  -2.034  0.231  0.2102
H  4.271  -3.757  0.668  0.1891
H  5.311  -3.633  -2.993  0.2105
H  5.898  -4.121  -1.380  0.1933
H  5.767  -2.396  -1.807  0.2088
Cl  -2.420  -0.585  0.067  -0.4801
C  -2.431  -0.719  4.015  -1.1217
Si  -2.448  -2.244  2.907  1.2868
C  -2.010  -3.661  4.092  -1.1240
C  -4.281  -2.547  2.569  -1.1257
H  -2.965  -0.919  4.952  0.2164
H  -2.917  0.131  3.519  0.2303
H  -1.399  -0.428  4.248  0.2351
H  -2.703  -3.631  4.942  0.2212
H  -0.988  -3.567  4.484  0.2250
H  -2.098  -4.650  3.620  0.2147
H  -4.815  -2.645  3.524  0.2154
H  -4.448  -3.464  1.995  0.2202
H  -4.721  -1.716  2.007  0.2394
C  1.827  0.696  1.598  -0.6826
C  1.426  -0.671  2.083  0.6052
O  2.207  -1.361  2.756  -0.6842
N  0.155  -1.025  1.832  -0.5231
Te  -1.632  2.305  1.637  0.5709
C  -2.168  3.980  2.855  -0.3147
C  -3.164  4.877  2.432  -0.0068
C  -3.852  4.757  1.092  -0.6431
C  -3.556  5.911  3.287  -0.2316
C  -2.999  6.075  4.547  -0.0113
C  -3.453  7.182  5.467  -0.6235
C  -2.029  5.168  4.956  -0.2708
C  -1.617  4.114  4.144  0.0936
C  -0.619  3.124  4.704  -0.6590
C  -0.897  3.526  0.038  -0.1863
C  0.167  4.420  0.249  -0.0474
C  0.870  4.566  1.575  -0.6321
C  0.610  5.217  -0.810  -0.2344
C  0.042  5.145  -2.071  -0.0250
C  0.544  5.997  -3.209  -0.6253
C  -0.996  4.243  -2.266  -0.1899
C  -1.469  3.422  -1.246  -0.0505
C  -2.559  2.434  -1.578  -0.6577
H  2.890  0.690  1.364  0.2266
H  1.637  1.410  2.404  0.2258
H  1.244  0.995  0.727  0.2199
H  -4.375  3.801  1.016  0.2295
H  -3.134  4.800  0.272  0.2332
H  -4.576  5.561  0.962  0.2036
H  -4.330  6.598  2.954  0.1959
H  -4.226  7.790  4.996  0.2090
H  -2.621  7.836  5.736  0.2129
H  -3.862  6.774  6.394  0.2135
H  -1.591  5.271  5.947  0.1966
H  -0.240  3.466  5.669  0.2047
H  0.225  2.978  4.030  0.2250
H  -1.083  2.144  4.845  0.2294
H  0.921  3.606  2.085  0.2221
H  0.335  5.258  2.231  0.2231
H  1.885  4.939  1.430  0.2083
H  1.429  5.910  -0.631  0.1973
H  1.162  6.820  -2.845  0.2086
H  -0.288  6.415  -3.781  0.2120
H  1.149  5.403  -3.900  0.2188
H  -1.458  4.170  -3.249  0.1961
H  -2.989  2.650  -2.558  0.2048
H  -3.351  2.436  -0.826  0.2301
H  -2.163  1.416  -1.600  0.2569